# 1
ORCA calculation (the ωB97M-V functional and the def2-TZVPD basis) on C3H10N3O2 as an isolated structure.

Positions of all 18 atoms, in Å:
1 O -1.31 1.06 -0.86
2 H 2.83 -1.71 -0.54
3 O -2.06 -1.16 -0.41
4 C -1.64 0.29 1.30
5 N 1.42 1.09 0.01
6 N 2.70 -0.75 -0.34
7 C 1.44 -0.21 -0.29
8 H -1.54 1.37 1.53
9 H -2.31 -1.37 -1.37
10 H -1.58 1.20 -1.81
11 H 3.49 -0.19 0.06
12 H 0.54 1.62 -0.02
13 N 0.33 -0.83 -0.26
14 H 0.43 -1.89 -0.26
15 H 2.27 1.52 -0.32
16 C -1.38 -0.02 -0.11
17 H -0.98 -0.10 2.03
18 H -2.67 0.07 1.66

Its charge is +1. The calculation puts the energy relative to the best compared isomer or geometry (same formula, charge and spin) at 2.5517 eV.

=====

# 2
ORCA calculation (the ωB97M-V functional and the def2-TZVPD basis) on an isolated ion of composition C3H10N3S and charge +1.

Positions of all 17 atoms, in Å:
1 H -0.36 1.58 1.41
2 H 1.19 -0.36 2.36
3 H 2.81 -1.18 0.65
4 S -1.51 -0.51 0.56
5 H 1.09 1.99 0.49
6 N 1.45 0.25 1.56
7 H 2.56 0.57 0.02
8 N 0.00 0.19 -0.15
9 N 1.06 -0.68 -0.51
10 H -3.67 -0.33 -0.28
11 H 0.82 -1.70 -0.35
12 C 2.12 -0.37 0.43
13 H -0.23 0.60 -1.07
14 C -2.88 0.11 -0.75
15 C 0.58 1.12 0.99
16 H -2.52 -0.31 -1.70
17 H -3.16 1.18 -0.76

Its charge is +1. The structure (SMILES) is CS[N@H+]1CNCN1. The calculation puts the energy relative to the best compared isomer or geometry (same formula, charge and spin) at 3.8056 eV.

=====

# 3
ORCA calculation (the ωB97M-V functional and the def2-TZVPD basis) on one molecule with the formula C3H10N4.

Positions of all 17 atoms, in Å:
1 C 0.98 1.46 0.86
2 N 1.29 0.18 0.26
3 H 0.62 -1.78 -0.05
4 N -2.02 -1.57 0.11
5 H -2.23 0.56 -1.33
6 H -2.72 -1.81 -0.58
7 H 0.71 1.31 1.91
8 N -1.29 0.52 -0.93
9 H 0.07 -1.03 1.51
10 H 0.16 1.99 0.35
11 H -1.81 -2.34 0.73
12 H 2.56 0.72 -1.17
13 N 1.66 0.26 -1.11
14 C -1.05 -0.48 -0.21
15 H 1.88 2.09 0.83
16 C 0.20 -0.90 0.44
17 H 0.97 0.82 -1.63

The structure (SMILES) is [H]/N=C(\N)CN(C)N. The calculation puts the energy relative to the best compared isomer or geometry (same formula, charge and spin) at 1.5698 eV.

=====

# 4
ORCA calculation (the ωB97M-V functional and the def2-TZVPD basis) on a 2-piece molecular cluster, C3H10N4 overall.

Positions of all 17 atoms, in Å:
1 H -1.61 -1.80 -0.54
2 C -0.62 -1.71 -0.96
3 N -0.03 2.59 1.63
4 H 1.45 1.06 1.57
5 H -0.95 -2.90 -2.65
6 N -1.19 0.82 0.82
7 H 0.37 0.06 -0.54
8 N 0.28 -0.92 -0.18
9 H 0.75 -2.25 -2.46
10 C 1.20 2.01 1.08
11 H 2.00 2.74 1.23
12 H 1.10 1.80 0.01
13 H -2.18 0.58 0.84
14 C -0.26 -2.31 -2.08
15 N -1.10 1.95 1.54
16 H 1.19 -1.33 -0.01
17 H -0.39 -0.39 0.70

The calculation puts the energy relative to the best compared isomer or geometry (same formula, charge and spin) at 4.3572 eV.

=====

# 5
ORCA calculation (the ωB97M-V functional and the def2-TZVPD basis) on a 2-piece molecular cluster, C3H10N4 overall.

Positions of all 17 atoms, in Å:
1 C -0.80 -0.90 0.64
2 C -0.13 -2.04 -0.06
3 H -0.39 -2.07 -1.12
4 N 1.27 0.77 -1.68
5 H 2.11 1.26 -1.37
6 H -0.44 -2.99 0.40
7 N 0.19 1.26 -0.91
8 H 1.38 -0.23 -1.54
9 H 0.96 -1.99 0.03
10 H 0.20 2.79 1.14
11 H -0.58 -0.85 1.70
12 N 0.35 0.83 0.51
13 C 0.24 1.74 1.40
14 H -1.85 -0.78 0.45
15 H -1.69 1.16 -0.79
16 N -0.95 0.62 -1.26
17 H 0.15 1.43 2.44

The calculation puts the energy relative to the best compared isomer or geometry (same formula, charge and spin) at 6.6586 eV.

=====

# 6
ORCA calculation (the ωB97M-V functional and the def2-TZVPD basis) on a 2-piece molecular cluster, C3H10N4 overall.

Positions of all 17 atoms, in Å:
1 H 3.41 -0.76 -0.49
2 N 1.35 -0.71 -0.86
3 N -0.77 2.01 0.29
4 N -0.77 1.05 1.25
5 H -0.50 1.64 -0.62
6 H 0.86 -1.97 0.77
7 N -1.34 -0.03 0.94
8 C 0.63 -1.60 -0.25
9 H -3.09 0.72 -0.01
10 H -0.10 -2.19 -0.82
11 C -2.34 -0.06 -0.14
12 H 2.45 -0.45 0.97
13 H -2.85 -1.03 -0.10
14 H -1.86 0.02 -1.12
15 H 2.64 0.82 -0.25
16 H -0.21 2.80 0.57
17 C 2.51 -0.26 -0.11

The structure (SMILES) is C/N=N\N.C=NC. The calculation puts the energy relative to the best compared isomer or geometry (same formula, charge and spin) at 3.2304 eV.

=====

# 7
ORCA calculation (the ωB97M-V functional and the def2-TZVPD basis) on a 2-piece molecular cluster, C3H10N4 overall.

Positions of all 17 atoms, in Å:
1 H -1.37 1.98 -0.85
2 H 0.83 1.74 1.40
3 C -1.43 1.62 0.18
4 H -2.20 -0.31 -1.05
5 H -2.45 1.25 0.35
6 C -0.38 0.54 0.43
7 H 2.35 -0.86 1.23
8 N -0.62 -0.73 0.20
9 H 1.19 -2.13 0.54
10 H 2.64 -0.06 -0.96
11 H -1.26 2.47 0.83
12 N 0.84 0.88 0.84
13 C 1.80 -1.26 0.40
14 N 2.22 -0.97 -0.83
15 N -1.60 -1.08 -0.76
16 H 1.63 -1.27 -1.59
17 H -2.18 -1.81 -0.37

The calculation puts the energy relative to the best compared isomer or geometry (same formula, charge and spin) at 3.4719 eV.

=====

# 8
ORCA calculation (the ωB97M-V functional and the def2-TZVPD basis) on an isolated ion of composition C3H10N4S and charge +2.

Positions of all 18 atoms, in Å:
1 H 2.25 -2.30 0.03
2 N 0.39 -1.27 0.32
3 N -0.52 2.24 -0.10
4 S 1.93 1.18 0.16
5 N -1.97 2.09 -0.24
6 C 1.62 -1.38 -0.05
7 H -0.20 3.04 0.41
8 H -2.48 2.82 0.27
9 C -0.43 -2.42 0.65
10 C 0.33 1.18 -0.42
11 N 2.36 -0.35 -0.50
12 H -2.29 1.09 -0.04
13 H -1.49 -2.11 0.53
14 H -0.30 -3.28 0.09
15 H -2.19 2.28 -1.26
16 H 3.31 -0.58 -0.33
17 H -0.10 0.56 -1.20
18 H -0.24 -2.78 1.67

Its charge is +2. The calculation puts the energy relative to the best compared isomer or geometry (same formula, charge and spin) at 1.1163 eV.

=====

> What is the energy relative to the best compared isomer or geometry (same formula, charge and spin) in the second record?

3.8056 eV